Model a:
Entry from the OMol25 dataset: a cluster of 2 separate species, C4H14N in total (ωB97M-V/def2-TZVPD).

The geometry in ORCA input format:
```
! wB97M-V def2-TZVPD RIJCOSX def2/J DEFGRID3
* xyz 1 1
C -1.722 -1.238 -0.519
N -0.394 -0.891 -1.067
C -0.482 -0.077 -2.335
H -1.562 -1.877 0.371
H -2.206 -0.335 -0.147
H -2.302 -1.840 -1.230
H 0.059 -1.738 -1.364
H 0.221 -0.476 -0.403
H -1.040 -0.613 -3.097
H 0.545 0.119 -2.633
H -1.011 0.856 -2.156
C 0.914 0.547 1.327
C 1.538 1.510 2.357
H 0.813 -0.495 1.698
H 1.599 0.338 0.480
H 0.003 0.954 0.915
H 2.450 1.083 2.816
H 1.778 2.451 1.840
H 0.798 1.725 3.146
*
```

Its HOMO energy is -15.499 eV. As for the HOMO-LUMO gap: 12.2 eV. The molar mass is 76.163 g/mol.

=====

Model b:
Entry from the OMol25 dataset: a cluster of 2 separate species, C4H14N in total (ωB97M-V/def2-TZVPD).

The geometry in ORCA input format:
```
! wB97M-V def2-TZVPD RIJCOSX def2/J DEFGRID3
* xyz 1 1
C -1.246 -0.395 0.784
C -0.112 -0.575 1.884
N -2.059 -1.684 0.529
H -1.852 0.504 1.059
H -0.623 -0.255 -0.076
H 0.233 0.518 2.086
H 0.765 -1.246 1.678
H -2.725 -1.706 1.190
H -2.575 -1.568 -0.310
H -1.410 -2.441 0.689
H -0.247 -1.171 2.896
C 1.634 1.872 -1.019
C 1.750 0.886 -2.204
H 2.756 1.920 -0.538
H 1.391 2.869 -1.463
H 0.869 1.764 -0.429
H 0.998 0.824 -2.919
H 2.767 1.132 -2.622
H 1.910 -0.090 -1.616
*
```

Its HOMO energy is -14.126 eV. As for the HOMO-LUMO gap: 10.2 eV. The molar mass is 76.163 g/mol.

=====

Model c:
Entry from the OMol25 dataset: a cluster of 2 separate species, C4H14N in total (ωB97M-V/def2-TZVPD).

The geometry in ORCA input format:
```
! wB97M-V def2-TZVPD RIJCOSX def2/J DEFGRID3
* xyz 1 1
C -1.351 0.155 2.041
C -2.002 -0.800 1.109
N -0.132 0.925 1.498
H -2.096 0.935 2.328
H -0.918 -0.342 2.893
H -2.081 -0.407 0.090
H -2.958 -1.181 1.482
H -0.023 1.876 1.900
H 0.752 0.480 1.749
H -0.161 0.828 0.486
H -1.387 -1.747 0.928
C 1.850 -0.288 -1.334
C 1.264 0.027 -2.752
H 2.199 0.659 -0.995
H 0.992 -0.411 -0.658
H 2.706 -0.923 -1.429
H 0.917 -0.832 -3.322
H 2.115 0.512 -3.247
H 0.316 0.534 -2.765
*
```

Its HOMO energy is -14.830 eV. As for the HOMO-LUMO gap: 11.1 eV. The molar mass is 76.163 g/mol.

=====

Which is the most stable structure? model a is the most stable.

=====

Model a:
Entry from the OMol25 dataset: a structure of composition C5H10 (ωB97M-V/def2-TZVPD).

The geometry in ORCA input format:
```
! wB97M-V def2-TZVPD RIJCOSX def2/J DEFGRID3
* xyz 0 1
C 1.471 -0.658 -0.530
C 0.185 -0.754 -1.138
C -0.913 -0.982 -0.271
C -0.290 2.308 0.132
C -0.754 -1.751 0.862
H 1.085 -1.721 -0.875
H 1.706 -0.426 0.497
H 2.231 -0.132 -1.095
H -1.933 -0.569 -0.432
H 0.009 1.289 0.269
H -0.250 2.465 -0.944
H -1.356 2.385 0.344
H 0.157 -2.343 1.043
H -1.653 -2.067 1.392
H 0.304 2.956 0.747
*
```

Its HOMO energy is -8.120 eV. As for the HOMO-LUMO gap: 8.2 eV. The molar mass is 70.135 g/mol.

=====

Model b:
Entry from the OMol25 dataset: a structure of composition C5H10 (ωB97M-V/def2-TZVPD).

The geometry in ORCA input format:
```
! wB97M-V def2-TZVPD RIJCOSX def2/J DEFGRID3
* xyz 0 1
C 1.789 -0.070 0.198
C 0.392 -0.143 -0.049
C -0.720 -0.937 0.598
C -1.694 -0.208 -0.370
C -0.547 0.720 -0.861
H 2.219 0.975 1.449
H 2.271 -0.897 0.712
H 2.411 0.490 -0.495
H 1.095 0.637 0.926
H -0.674 -2.029 0.493
H -0.912 -0.711 1.658
H -2.537 0.299 0.107
H -2.079 -0.861 -1.157
H -0.654 1.761 -0.518
H -0.385 0.742 -1.947
*
```

Its HOMO energy is -6.776 eV. As for the HOMO-LUMO gap: 7.6 eV. The molar mass is 70.135 g/mol.

=====

Model c:
Entry from the OMol25 dataset: a cluster of 2 separate species, C5H10 in total (ωB97M-V/def2-TZVPD).

The geometry in ORCA input format:
```
! wB97M-V def2-TZVPD RIJCOSX def2/J DEFGRID3
* xyz 0 1
C -1.334 -1.093 1.815
C -0.961 -1.414 0.591
C -0.229 1.593 0.026
C 0.858 -0.245 -1.474
C 0.680 0.374 -0.121
H -2.141 -1.625 2.391
H -0.945 -0.294 2.374
H -1.238 -2.205 -0.090
H -0.821 1.624 -0.759
H 0.527 2.474 0.155
H -0.820 1.654 0.989
H 1.567 -1.015 -1.578
H -0.003 -0.743 -1.823
H 1.042 0.530 -2.125
H 1.633 0.305 0.532
*
```

Its HOMO energy (spin up / spin down) is -8.077 / -7.661 eV. As for the HOMO-LUMO gap (spin up / spin down): 9.1 / 8.3 eV. The molar mass is 70.135 g/mol.

=====

Model d:
Entry from the OMol25 dataset: a cluster of 3 separate species, C5H10 in total (ωB97M-V/def2-TZVPD).

The geometry in ORCA input format:
```
! wB97M-V def2-TZVPD RIJCOSX def2/J DEFGRID3
* xyz 0 1
C -0.665 1.405 -0.242
C -0.695 0.919 -1.438
C 0.647 1.382 -0.960
H -1.201 1.753 0.623
H -1.269 0.554 -2.274
H 1.418 0.651 -0.682
H 1.051 2.317 -1.351
H 0.106 -1.579 -0.928
H -0.169 -1.113 -1.439
C 0.340 -1.625 1.199
C -0.080 -0.470 1.703
H 1.382 -1.790 0.935
H -0.344 -2.450 1.015
H -1.124 -0.308 1.958
H 0.604 0.355 1.880
*
```

Its HOMO energy is -9.269 eV. As for the HOMO-LUMO gap: 10.6 eV. As for the structure (SMILES): C1=CC1.[H][H].C=C. The molar mass is 70.135 g/mol.

=====

Which is the most stable structure? model d is the most stable.